{
  "formula": "C12H27ClO7S3",
  "method": "ωB97M-V with the def2-TZVPD basis set",
  "elements": ["C", "C", "O", "O", "C", "C", "C", "O", "S", "O", "O", "C", "C", "C", "Cl", "H", "H", "H", "H", "H", "H", "H", "H", "H", "H", "H", "H", "H", "H", "H", "C", "S", "O", "C", "H", "H", "H", "H", "H", "H", "C", "S", "O", "C", "H", "H", "H", "H", "H", "H"],
  "coordinates": [[2.196893, -2.065798, 3.917891], [2.390672, -0.934010, 2.953760], [2.293590, -1.010258, 1.757526], [2.703300, 0.229288, 3.582499], [1.965251, 1.418494, 3.240296], [0.574359, 1.194213, 2.635232], [-0.472464, 2.066689, 3.310859], [-0.736880, 1.652409, 4.663124], [-1.584241, 0.300778, 4.894520], [-1.858790, 0.315161, 6.305910], [-2.929888, 0.801645, 4.110300], [-3.622123, -0.267710, 3.445601], [-3.256614, -0.440937, 1.981460], [-3.911745, 0.515625, 1.001576], [-3.626698, 2.247286, 1.327303], [1.895044, -2.963011, 3.387780], [1.453657, -1.773756, 4.660769], [3.121772, -2.235532, 4.470682], [2.571203, 2.017509, 2.558342], [1.883776, 1.974534, 4.172459], [0.262960, 0.153072, 2.710937], [0.579648, 1.473572, 1.581404], [-1.397381, 2.099507, 2.739681], [-0.112210, 3.091074, 3.410025], [-4.687380, -0.058389, 3.549640], [-3.438436, -1.204160, 3.979476], [-3.611413, -1.433730, 1.685702], [-2.171018, -0.446495, 1.856400], [-4.990469, 0.370956, 0.994793], [-3.540991, 0.330650, -0.003333], [2.409407, -0.917647, -1.596120], [1.827331, -1.364018, -3.231313], [0.349513, -1.163136, -3.229087], [2.113075, -3.129072, -3.061975], [2.269953, 0.154785, -1.478215], [1.832056, -1.448935, -0.840743], [3.468435, -1.158908, -1.507546], [1.552735, -3.503450, -2.205464], [3.180494, -3.309386, -2.937200], [1.763054, -3.604636, -3.975683], [-0.376989, 1.431426, -5.465258], [0.921199, 0.638254, -6.413832], [2.116402, 1.519817, -6.335496], [0.195452, 0.913820, -8.035817], [-0.075789, 1.390342, -4.421062], [-0.483133, 2.464314, -5.797194], [-1.306352, 0.877207, -5.593116], [0.062314, 1.984009, -8.193453], [-0.757944, 0.389359, -8.100693], [0.888277, 0.512521, -8.772189]],
  "forces_ev_per_angstrom": [[0.2, 0.1, 0.1], [0.3, 0.3, -0.3], [-0.2, -0.1, 0.0], [-0.6, -0.3, 0.5], [0.3, 0.2, -0.4], [-0.1, 0.3, 0.2], [0.2, 0.1, -0.1], [-0.1, 0.1, 0.1], [0.0, 0.0, 0.0], [0.0, 0.0, 0.0], [0.1, 0.0, -0.1], [-0.2, -0.2, 0.1], [0.0, 0.1, 0.0], [0.0, -0.2, -0.1], [0.0, 0.1, 0.0], [0.0, 0.0, 0.0], [-0.1, 0.0, -0.1], [0.0, 0.0, 0.0], [0.0, 0.0, 0.0], [0.0, -0.1, 0.1], [0.0, 0.0, -0.1], [0.0, -0.3, -0.1], [0.0, -0.1, 0.1], [0.0, 0.0, 0.0], [0.0, 0.1, 0.0], [0.0, 0.0, 0.0], [0.1, 0.0, 0.0], [0.0, 0.1, 0.0], [0.0, 0.1, 0.1], [0.0, 0.0, 0.0], [0.0, 0.0, 0.1], [0.1, 0.1, -0.1], [0.0, 0.0, 0.0], [0.0, 0.0, 0.0], [0.0, 0.0, 0.0], [0.0, 0.0, 0.0], [0.0, 0.0, 0.0], [0.0, 0.0, 0.0], [0.0, 0.0, 0.0], [0.0, 0.0, 0.0], [0.0, 0.0, 0.0], [0.1, -0.1, 0.0], [0.0, 0.1, 0.0], [-0.1, 0.0, 0.0], [0.0, 0.0, 0.0], [0.0, 0.0, 0.0], [0.0, 0.0, 0.0], [0.0, 0.0, 0.0], [0.0, 0.0, 0.0], [0.0, 0.0, 0.0]],
  "mulliken_charge": [-1.039, 0.823, -0.549, -0.397, -0.419, 0.044, -0.261, -0.333, 0.749, -0.591, -0.323, -0.634, -0.127, -0.625, -0.204, 0.316, 0.242, 0.345, 0.258, 0.338, 0.056, 0.265, -0.153, 0.415, 0.307, 0.387, 0.423, -0.036, 0.358, 0.357, -0.935, 0.579, -0.601, -1.014, 0.319, 0.262, 0.407, 0.310, 0.374, 0.318, -0.912, 0.580, -0.639, -0.960, 0.254, 0.395, 0.328, 0.299, 0.338, 0.309],
  "energy_ev": -72240.0870,
  "molar_mass_g_mol": 414.995,
  "orbital_gap_ev": 9.10,
  "e_lumo_ha": 0.016
}

{
  "formula": "C12H27F3NO4PS",
  "method": "ωB97M-V with the def2-TZVPD basis set",
  "elements": ["C", "O", "C", "C", "C", "C", "P", "C", "C", "N", "C", "C", "C", "C", "H", "H", "H", "H", "H", "H", "H", "H", "H", "H", "H", "H", "H", "H", "H", "H", "H", "H", "H", "H", "H", "H", "H", "H", "H", "H", "H", "C", "F", "F", "F", "S", "O", "O", "O"],
  "coordinates": [[-1.923350, 2.946135, 3.344302], [-1.772223, 1.529847, 3.744384], [-2.785007, 0.681858, 3.041802], [-1.946100, -0.141700, 1.863775], [-2.902009, -0.705351, 0.656361], [-2.820054, 0.149429, -0.741155], [-1.276064, -0.307888, -1.823727], [0.323453, 0.593807, -1.301230], [0.248195, 2.110459, -1.994921], [1.003017, 3.161312, -1.210535], [-1.126313, -2.203068, -1.989408], [0.120664, -2.882050, -1.170728], [0.235474, -2.447776, 0.407882], [1.590291, -2.726506, -1.954584], [-2.998477, 3.280829, 3.682797], [-1.154726, 3.594127, 3.973588], [-1.753468, 3.144383, 2.199315], [-3.199257, -0.057896, 3.880519], [-3.622690, 1.368496, 2.595127], [-1.224383, 0.670392, 1.377915], [-1.341671, -0.977856, 2.438888], [-2.745806, -1.833086, 0.381890], [-4.021015, -0.612188, 1.043229], [-3.784792, -0.132526, -1.380005], [-2.892232, 1.326961, -0.579192], [-1.605008, 0.193552, -3.165412], [1.321073, 0.093608, -1.655600], [0.357915, 0.782340, -0.127291], [0.794164, 1.996148, -3.036248], [-0.851932, 2.474140, -2.176040], [1.777770, 2.757465, -0.631078], [1.484067, 3.825923, -1.877006], [-2.125686, -2.770937, -1.691426], [-0.963676, -2.446858, -3.140435], [-0.085472, -4.058040, -1.172128], [0.727737, -1.404312, 0.602794], [-0.779665, -2.532628, 1.011943], [0.961150, -3.248027, 0.916003], [2.006785, -3.821813, -2.180370], [1.467683, -2.219540, -3.014875], [2.406207, -2.213499, -1.280566], [4.071494, -0.358276, -0.113067], [4.964211, -1.394608, -0.008891], [3.825265, -0.212677, -1.454837], [2.900282, -0.819733, 0.432218], [4.681998, 1.213786, 0.691874], [5.927431, 1.556229, -0.008740], [4.890565, 0.875762, 2.106535], [3.614181, 2.201849, 0.486356]],
  "forces_ev_per_angstrom": [[-0.1, 0.6, 0.9], [-1.7, 0.7, -1.7], [1.0, -0.2, 0.2], [-0.2, 0.8, 0.1], [-0.8, 0.1, 0.3], [-1.1, 0.2, 0.1], [-0.2, 0.0, 0.4], [0.4, 1.9, 0.5], [1.0, -0.2, -1.0], [0.4, -0.7, -0.7], [0.2, -1.5, -0.6], [0.6, -0.8, 0.3], [0.4, -0.9, 0.6], [0.0, -0.9, -0.1], [2.0, -0.4, -0.9], [-1.5, -1.6, -1.4], [-0.3, -0.5, 2.1], [0.7, 1.6, -2.1], [1.4, -1.4, 0.8], [-1.3, -1.9, 1.3], [-1.1, 1.8, -1.5], [-0.2, 2.1, 0.7], [2.2, -0.2, -1.0], [2.2, 0.5, 1.1], [0.5, -2.5, -0.3], [0.4, -0.5, 1.3], [-2.1, 0.6, 0.8], [-0.2, -0.8, -2.5], [-1.5, 0.0, 1.7], [1.9, -0.8, 0.4], [-0.7, 0.2, -0.6], [-0.9, -1.1, 1.0], [1.9, 1.6, -0.5], [-0.4, 0.7, 2.3], [0.1, 2.7, 0.0], [-1.1, -2.0, -0.6], [2.0, 0.2, -1.5], [-1.5, 1.8, -1.1], [-1.0, 2.4, 0.5], [0.3, -0.8, 2.3], [-1.9, -0.8, -1.6], [0.4, -1.2, -0.4], [-0.9, 1.2, 0.0], [0.1, 0.1, 0.9], [0.7, 0.5, -0.2], [2.0, 2.3, 1.7], [-1.7, -1.1, 0.2], [-0.7, -0.4, -1.8], [-0.1, -1.3, -0.5]],
  "mulliken_charge": [-0.534, -0.319, -0.683, 0.269, -0.581, -0.643, 0.239, -0.119, -0.376, -0.638, -0.937, 0.336, -0.922, -0.824, 0.261, 0.247, 0.194, 0.249, 0.385, -0.311, 0.211, 0.240, 0.429, 0.414, 0.299, 0.175, 0.128, 0.178, 0.295, 0.251, 0.311, 0.270, 0.391, 0.465, 0.430, 0.113, 0.171, 0.443, 0.307, 0.301, -0.064, 0.545, -0.241, -0.243, -0.208, 1.106, -0.662, -0.654, -0.690],
  "energy_ev": -50831.4943,
  "molar_mass_g_mol": 369.386,
  "orbital_gap_ev": 7.54,
  "e_lumo_ha": -0.024
}